Record 1
C19H42BNO2P2Re as an isolated structure at a distorted geometry, computed with ωB97M-V/def2-TZVPD.

ORCA input file:
```
! wB97M-V def2-TZVPD RIJCOSX def2/J DEFGRID3
* xyz 3 5
Re -0.5630 0.1336 -1.0954
H 0.1053 0.2356 -3.9771
H -1.6097 0.1044 -2.6374
P -0.5442 -2.1394 -1.4035
P -0.5668 2.4030 -1.3292
C 1.0369 3.1354 -0.8208
H 1.0278 4.2121 -1.0366
H 1.1834 2.9713 0.2554
H 1.8484 2.6459 -1.3749
C -0.8538 3.1865 -2.9604
H -1.9207 3.1368 -3.2163
H -0.5311 4.2353 -2.9011
H -0.2752 2.6500 -3.7225
C -1.7350 3.3121 -0.2450
H -1.5572 3.0193 0.7980
H -1.5683 4.3923 -0.3526
H -2.7694 3.0641 -0.5138
C 0.2319 -2.7370 -2.9559
H 0.3267 -3.8305 -2.9174
H -0.3615 -2.4151 -3.8204
H 1.2240 -2.2767 -3.0356
C 0.4306 -3.0377 -0.1275
H -0.0110 -2.8769 0.8656
H 0.4307 -4.1111 -0.3603
H 1.4628 -2.6667 -0.1179
C -2.1254 -3.0773 -1.3432
H -2.7565 -2.8284 -2.2064
H -1.9136 -4.1561 -1.3455
H -2.6752 -2.8246 -0.4264
C -2.4656 0.1406 -0.7241
O -3.6267 0.1412 -0.4489
H -2.6286 -0.8234 -3.6451
H -2.7449 0.8784 -3.6367
H -1.0566 1.1469 -5.4208
H -0.9190 -0.8354 -5.4255
B -0.9735 0.1562 -4.7469
N -2.1262 0.0732 -3.6701
H 0.2953 0.2741 -2.7491
C 4.4399 1.3812 1.5675
C 3.1318 0.7630 1.0668
C 3.4244 -0.5233 0.2952
C 2.1220 0.5385 2.1746
C 2.4432 0.7776 3.5093
C 1.5693 0.4840 4.5506
C 0.3358 -0.0917 4.2702
C -0.0382 -0.3584 2.9539
C -1.3718 -1.0735 2.7256
C -1.4390 -2.4356 3.4135
C -2.5379 -0.2143 3.2040
C 0.7949 0.0863 1.8788
O 0.3419 0.1231 0.6498
H 4.9707 0.6922 2.2394
H 4.2686 2.3302 2.0905
H 5.0845 1.5687 0.7033
H 2.6573 1.4790 0.3778
H 3.6970 -1.3350 0.9895
H 2.5469 -0.8278 -0.2935
H 4.2684 -0.3490 -0.3837
H 3.4230 1.1783 3.7450
H 1.8385 0.7084 5.5809
H -0.3438 -0.3756 5.0720
H -1.4804 -1.2185 1.6450
H -1.3559 -2.3264 4.5038
H -2.3910 -2.9363 3.1882
H -0.6217 -3.0855 3.0840
H -2.5279 0.7656 2.7181
H -3.4991 -0.6925 2.9840
H -2.4766 -0.0443 4.2868
*
```

Its expectation value of S² is 6.0403. For the total energy, the calculation gives -1739.042706 a.u. Its largest force on an atom is 0.1202 Eh/bohr. The calculation puts the HOMO-LUMO gap (alpha / beta) at 6.44 / 4.76 eV.

Need the Löwdin charges? In units of e they are:
1 Re 0.99
2 H 0.10
3 H -0.05
4 P 0.68
5 P 0.67
6 C -0.21
7 H 0.08
8 H 0.05
9 H 0.06
10 C -0.21
11 H 0.07
12 H 0.08
13 H 0.03
14 C -0.21
15 H 0.06
16 H 0.08
17 H 0.06
18 C -0.21
19 H 0.08
20 H 0.03
21 H 0.06
22 C -0.19
23 H 0.04
24 H 0.09
25 H 0.04
26 C -0.21
27 H 0.06
28 H 0.08
29 H 0.06
30 C -0.27
31 O 0.18
32 H 0.14
33 H 0.13
34 H 0.08
35 H 0.08
36 B -0.23
37 N 0.10
38 H 0.07
39 C -0.05
40 C -0.37
41 C -0.04
42 C -0.07
43 C 0.05
44 C 0.07
45 C 0.04
46 C -0.06
47 C -0.39
48 C -0.04
49 C -0.04
50 C -0.17
51 O -0.22
52 H 0.11
53 H 0.10
54 H 0.10
55 H 0.10
56 H 0.11
57 H 0.04
58 H 0.10
59 H 0.13
60 H 0.15
61 H 0.14
62 H 0.09
63 H 0.10
64 H 0.10
65 H 0.08
66 H 0.08
67 H 0.10
68 H 0.10

Record 2
C19H42LaNO2P3 as an isolated structure at a distorted geometry, computed with ωB97M-V/def2-TZVPD.

ORCA input file:
```
! wB97M-V def2-TZVPD RIJCOSX def2/J DEFGRID3
* xyz 3 1
La -0.7488 -0.0799 0.2634
P 1.5654 1.0025 2.0533
P -1.3067 3.1346 -1.1051
P 1.9423 -0.4202 -1.1780
H -0.3139 -4.5036 1.2903
C 0.7572 -4.7141 1.4121
C 1.4627 -4.0419 2.3802
H 0.9360 -3.3488 3.0297
C 0.9426 1.3863 3.7315
C 2.5321 2.5366 1.7721
C 2.9424 -0.1088 2.5389
C -2.6235 2.8986 -2.2468
C -1.6784 3.8779 0.4737
C 0.3293 3.5058 -1.7159
C 2.8087 -1.9799 -0.7511
C 3.4117 0.6738 -1.2871
C 1.6512 -0.7061 -2.9609
H 1.2150 -5.4256 0.7326
H 2.5342 -4.1899 2.5491
H 0.5057 0.5008 4.2112
H 0.1815 2.1760 3.6959
H 1.7938 1.7387 4.3323
H 1.8807 3.3324 1.3897
H 3.3417 2.3825 1.0472
H 2.9670 2.8785 2.7229
H 2.5713 -1.1314 2.6828
H 3.3731 0.2466 3.4865
H 3.7333 -0.1358 1.7786
H -2.8514 3.9748 -2.4075
H -3.4143 2.2913 -1.7468
H -2.2371 2.3144 -3.1062
H -2.2418 4.6933 -0.0320
H -0.7222 4.2097 0.9450
H -2.3164 3.2759 1.1705
H -0.0579 4.2267 -2.4644
H 0.9040 2.6688 -2.1832
H 0.9011 3.9761 -0.8849
H 3.2216 -2.4101 -1.6738
H 2.1176 -2.6973 -0.2913
H 3.6242 -1.7729 -0.0459
H 3.9558 0.4416 -2.2140
H 4.0803 0.5111 -0.4311
H 3.1119 1.7285 -1.3102
H 2.6069 -0.9998 -3.4176
H 1.2881 0.2102 -3.4453
H 0.9112 -1.5026 -3.1136
C -2.1158 -1.4388 -2.4708
C -2.8991 -0.5634 -3.3130
C -3.2700 -1.0134 -4.5872
C -2.7724 -2.2850 -5.0031
C -1.9562 -3.1267 -4.1889
C -1.6177 -2.6652 -2.9276
O -1.7480 -1.1806 -1.1721
H -1.1622 1.8263 -0.6032
H -3.2595 0.4031 -2.9838
H -3.9753 -0.4380 -5.2583
H -3.0276 -2.6588 -5.9985
H -1.5854 -4.1534 -4.4700
H -0.9967 -3.2047 -2.1991
C -1.8581 -1.6129 4.2319
C -2.2985 -0.4861 3.3874
N -3.1096 0.4176 3.9427
O -1.9092 -0.3020 2.1724
H -2.7017 -2.0004 4.8295
H -1.0965 -1.2511 4.9466
H -1.4359 -2.4140 3.6122
H -3.3389 1.2716 3.4795
H -3.4551 0.2512 4.8970
*
```

Its energy relative to the best compared isomer or geometry (same formula, charge and spin) is 36.3 kcal per mole. For the total energy, the calculation gives -2009.090145 a.u. Its largest force on an atom is 0.0861 Eh/bohr. The calculation puts the HOMO-LUMO gap at 5.89 eV.

Need the Löwdin charges? In units of e they are:
1 La 1.74
2 P 0.67
3 P 0.84
4 P 0.68
5 H 0.04
6 C -0.05
7 C -0.07
8 H 0.01
9 C -0.28
10 C -0.27
11 C -0.25
12 C -0.17
13 C -0.17
14 C -0.15
15 C -0.25
16 C -0.27
17 C -0.27
18 H 0.06
19 H 0.06
20 H 0.03
21 H 0.05
22 H 0.06
23 H 0.02
24 H 0.04
25 H 0.07
26 H 0.03
27 H 0.07
28 H 0.04
29 H 0.10
30 H 0.10
31 H 0.09
32 H 0.08
33 H 0.09
34 H 0.09
35 H 0.09
36 H 0.08
37 H 0.08
38 H 0.07
39 H 0.02
40 H 0.05
41 H 0.07
42 H 0.04
43 H 0.02
44 H 0.07
45 H 0.05
46 H 0.04
47 C -0.36
48 C -0.04
49 C -0.06
50 C -0.05
51 C -0.04
52 C -0.07
53 O -0.49
54 H -0.11
55 H 0.06
56 H 0.14
57 H 0.11
58 H 0.14
59 H 0.12
60 C 0.03
61 C -0.47
62 N 0.24
63 O -0.31
64 H 0.12
65 H 0.12
66 H 0.10
67 H 0.12
68 H 0.16

Question: What is the formula in the second record?
Answer: C19H42LaNO2P3